1.
The following is a quantum chemistry calculation of a structure of composition C36H37MnNP2Se, from the OMol25 dataset.

Element x y z (Å)
1 Mn 0.8158 -0.0340 3.6642
2 C -2.1989 -0.3194 5.7564
3 C -2.5760 -0.4320 4.4705
4 C -2.9446 0.7285 3.5730
5 C -1.7910 1.6995 3.0113
6 C -0.6283 2.1972 3.8293
7 C -0.6296 2.4723 5.1738
8 C -1.8490 2.3747 5.9656
9 C -2.2014 0.9509 6.5671
10 C 2.5035 -0.8561 3.3246
11 H -1.5782 -1.1040 6.2217
12 H -2.4174 -1.3799 3.9317
13 H -3.7335 1.4131 3.9495
14 H -3.4011 0.3079 2.6411
15 H -1.3416 1.2042 2.1224
16 H -2.4082 2.5277 2.6117
17 H 0.1532 2.7256 3.2623
18 H 0.3216 2.6877 5.6684
19 H -2.7538 2.7068 5.4233
20 H -1.6766 3.0300 6.8457
21 H -1.4758 0.7655 7.4013
22 H -3.2195 1.1500 6.9636
23 H 2.5789 -1.8486 3.7367
24 H 3.1742 -0.1071 3.7334
25 H 2.3172 -0.7473 2.2687
26 P -0.0410 -1.8618 -2.3760
27 P 1.6496 0.5340 -2.6545
28 C -0.8758 -0.3331 -2.8567
29 C -0.0853 0.7511 -3.1047
30 C -0.6348 -3.0963 -3.6347
31 C -1.7216 -2.8609 -4.4869
32 C -2.1474 -3.8541 -5.3771
33 C -1.4344 -5.0612 -5.4995
34 C -0.3271 -5.2822 -4.6684
35 C 0.0625 -4.3182 -3.7265
36 C -0.9920 -2.2652 -0.8548
37 C -0.7252 -1.4669 0.2787
38 C -1.4492 -1.6645 1.4544
39 C -2.4633 -2.6231 1.5220
40 C -2.7439 -3.3683 0.3772
41 C -2.0555 -3.1752 -0.8269
42 C 2.3899 0.9854 -4.2671
43 C 2.2677 0.1198 -5.3773
44 C 2.7884 0.4971 -6.6124
45 C 3.4942 1.7079 -6.7537
46 C 3.6666 2.5358 -5.6364
47 C 3.1139 2.1739 -4.4088
48 C 1.9070 1.9927 -1.5881
49 C 3.1279 2.0517 -0.8875
50 C 3.4108 3.1705 -0.0996
51 C 2.4657 4.1952 0.0628
52 C 1.2535 4.1059 -0.6298
53 C 0.9657 3.0171 -1.4474
54 H -1.9579 -0.3692 -2.9518
55 H -0.3799 1.6429 -3.6638
56 H -2.2435 -1.9099 -4.4624
57 H -3.0245 -3.7067 -5.9872
58 H -1.7356 -5.8202 -6.2269
59 H 0.2407 -6.2055 -4.7585
60 H 0.9040 -4.5345 -3.0738
61 H 0.0186 -0.6629 0.2265
62 H -1.2330 -1.0488 2.3309
63 H -3.0602 -2.7423 2.4349
64 H -3.5270 -4.1055 0.4161
65 H -2.3524 -3.7152 -1.7300
66 H 1.7267 -0.8280 -5.2885
67 H 2.6507 -0.1394 -7.4939
68 H 3.9496 1.9809 -7.7101
69 H 4.2365 3.4651 -5.7149
70 H 3.2010 2.8553 -3.5649
71 H 3.8549 1.2423 -0.9931
72 H 4.3804 3.2422 0.3948
73 H 2.6711 5.0383 0.7304
74 H 0.5222 4.9007 -0.5309
75 H 0.0268 2.9719 -1.9869
76 Se 1.4021 0.1121 8.7257
77 C 1.0263 -0.1260 7.0002
78 N 0.7955 -0.2580 5.8404

Force components x, y, z for each atom (eV/Å):
-2.241 1.017 2.677
0.993 0.441 -1.039
0.961 0.279 0.136
-0.376 0.625 -0.977
-1.036 -0.686 -0.514
0.127 0.981 1.289
0.539 -1.121 -2.301
-0.815 -0.650 1.216
0.257 0.517 1.052
0.298 0.126 -0.367
-1.034 0.003 -0.220
-0.211 0.350 0.629
0.428 -0.661 0.294
0.331 0.317 0.647
-0.358 0.250 0.276
0.605 -0.039 -0.051
0.185 -0.792 -0.026
-0.359 0.366 -0.171
0.712 0.145 0.085
-0.533 -0.346 -0.397
-0.902 0.287 -0.445
0.560 -0.509 0.224
0.247 -0.222 -0.152
0.493 -0.172 -0.106
1.114 -0.572 -0.954
0.317 -1.255 0.259
0.746 -0.002 -0.032
0.581 1.178 -0.337
-0.896 -1.640 -0.169
-0.165 0.072 0.242
0.061 -0.652 -0.150
0.678 -0.419 0.065
0.073 0.487 0.499
-0.202 0.370 0.010
-0.568 0.033 -0.459
-0.703 0.540 -0.260
-0.225 -0.430 -0.005
0.094 0.028 -0.219
0.173 0.135 -0.270
0.005 0.091 -0.049
0.311 0.136 0.721
0.418 0.384 -0.304
-0.151 0.363 0.203
0.271 0.391 -0.223
0.028 -0.198 0.487
0.038 -0.288 -0.337
-0.203 0.046 -0.321
0.275 0.128 -0.124
-0.416 0.576 -0.118
-0.036 0.000 0.137
0.022 -0.470 -0.294
0.071 0.142 0.338
0.601 0.035 0.196
-0.002 0.368 -0.338
-0.396 -0.112 0.473
-0.024 -0.159 0.050
-0.064 0.168 -0.121
0.057 0.306 0.289
-0.110 0.144 0.059
-0.066 0.187 -0.052
-0.096 -0.404 -0.003
-0.094 -0.131 -0.280
0.336 -0.100 -0.432
-0.251 -0.113 -0.018
0.208 0.071 0.369
0.162 0.314 0.038
0.071 0.164 0.441
-0.288 -0.107 0.312
-0.215 -0.294 -0.040
0.073 -0.159 -0.148
-0.214 0.256 0.042
-0.286 -0.042 -0.026
-0.056 -0.291 -0.374
0.023 -0.031 0.033
0.085 0.089 0.105
-0.199 -0.025 -0.275
-0.106 -0.150 -1.827
0.271 0.331 1.432

As for the spin multiplicity: 6. The relative energy (zero: lowest compared OMol25 entry of this formula, charge and spin) comes out at 18.8 kcal/mol. Its expectation value of S² is 8.771. For the HOMO-LUMO gap (spin up / spin down), the calculation gives 7.3 / 6.7 eV. Its energy is -154661.4241 eV. The total charge is 0.

---

2.
The following is a quantum chemistry calculation of a structure of composition C36H37N3O6P2PdTe, from the OMol25 dataset.

Element x y z (Å)
1 Pd 0.2771 0.3072 0.1731
2 O 0.2306 2.5528 0.0593
3 C 1.2513 2.5587 -0.7473
4 O 2.4265 2.5202 -0.4158
5 C 0.8866 2.6474 -2.2186
6 C 1.6055 3.5142 -3.0303
7 C 1.2517 3.6911 -4.3588
8 C 0.1783 2.9918 -4.8924
9 C -0.5259 2.1017 -4.0970
10 C -0.1705 1.9108 -2.7642
11 P -1.1008 0.7327 -1.7269
12 C -1.4029 -0.7698 -2.6912
13 C -0.6716 -1.1123 -3.8241
14 C -0.8701 -2.3416 -4.4364
15 C -1.7864 -3.2421 -3.9156
16 C -2.4996 -2.9186 -2.7688
17 C -2.3015 -1.6933 -2.1558
18 C -2.7197 1.5759 -1.6418
19 C -3.8219 1.1739 -2.3928
20 C -4.9881 1.9287 -2.3806
21 C -5.0569 3.0960 -1.6356
22 C -3.9563 3.5062 -0.8943
23 C -2.7962 2.7483 -0.8858
24 H 2.4408 4.0506 -2.5998
25 H 1.8111 4.3796 -4.9790
26 H -0.1074 3.1351 -5.9263
27 H -1.3582 1.5496 -4.5180
28 H 0.0643 -0.4286 -4.2245
29 H -0.2953 -2.5988 -5.3165
30 H -1.9353 -4.2018 -4.3934
31 H -3.1997 -3.6262 -2.3440
32 H -2.8358 -1.4583 -1.2416
33 H -3.7752 0.2762 -2.9947
34 H -5.8396 1.6058 -2.9659
35 H -5.9635 3.6872 -1.6350
36 H -4.0024 4.4238 -0.3212
37 H -1.9255 3.0735 -0.3304
38 C -6.3688 -1.1000 1.0327
39 C -5.9697 0.0140 1.9617
40 C -6.3117 0.0005 3.3068
41 C -5.9045 1.0162 4.1593
42 C -5.1606 2.0830 3.6740
43 N -4.7286 3.0744 4.5878
44 C -3.5671 3.8151 4.6516
45 O -3.5341 4.8605 5.2718
46 N -2.4353 3.3585 3.9938
47 C -2.0507 2.0421 3.6877
48 C -2.4137 0.9487 4.4596
49 C -2.0697 -0.3147 4.0177
50 C -1.3402 -0.4505 2.8493
51 N -0.9235 0.6080 2.1504
52 C -1.2731 1.8260 2.5548
53 C -4.8626 2.1399 2.3186
54 C -5.2455 1.1040 1.4849
55 H -6.9003 -1.8881 1.5650
56 H -5.4917 -1.5449 0.5585
57 H -7.0190 -0.7321 0.2366
58 H -6.8863 -0.8277 3.7049
59 H -6.1433 0.9694 5.2155
60 H -5.4073 3.4092 5.2525
61 H -1.7333 4.0779 3.9220
62 H -2.9769 1.0876 5.3724
63 H -2.3626 -1.1936 4.5750
64 H -1.0632 -1.4166 2.4523
65 H -0.9162 2.6503 1.9489
66 H -4.3094 2.9800 1.9221
67 H -4.9817 1.1503 0.4368
68 C 3.1340 0.4062 2.8106
69 C 3.1131 -0.9720 2.1968
70 O 1.7404 -1.3037 1.8881
71 P 1.3046 -2.0772 0.5437
72 O -0.1964 -2.0703 0.5595
73 Te 2.2218 -0.9487 -1.3288
74 O 1.9473 -3.5279 0.6669
75 C 1.4917 -4.4118 1.7194
76 C 0.3670 -5.2922 1.2243
77 H 4.1593 0.6804 3.0627
78 H 2.5292 0.4374 3.7175
79 H 2.7548 1.1410 2.0969
80 H 3.4878 -1.7390 2.8773
81 H 3.7042 -0.9952 1.2791
82 H 1.1844 -3.8180 2.5838
83 H 2.3653 -4.9974 2.0020
84 H -0.5091 -4.6929 0.9803
85 H 0.0989 -6.0179 1.9941
86 H 0.6780 -5.8335 0.3310

Force components x, y, z for each atom (eV/Å):
-1.325 0.265 0.358
0.300 -0.523 -0.137
0.252 0.352 0.055
0.005 0.240 -0.098
-0.055 -0.119 0.025
0.021 0.021 -0.057
0.020 0.008 0.020
-0.018 -0.016 0.004
-0.011 0.006 -0.032
0.013 -0.021 0.021
0.186 0.103 -0.098
0.046 -0.030 0.002
-0.033 0.007 -0.021
0.000 0.000 0.003
0.003 -0.002 0.001
0.009 0.012 -0.010
-0.001 -0.009 0.047
0.007 0.004 0.092
-0.015 -0.036 0.054
0.006 0.001 -0.002
0.002 -0.002 -0.005
-0.014 -0.015 0.024
-0.013 0.000 -0.023
-0.002 -0.010 0.015
-0.001 0.003 0.002
-0.005 -0.004 0.000
-0.003 0.003 -0.001
0.007 -0.001 0.000
0.000 0.000 -0.001
0.001 0.000 -0.001
0.001 0.001 0.001
0.008 0.001 0.005
0.000 0.002 -0.008
0.000 0.001 -0.005
-0.002 0.001 0.002
0.008 0.004 0.004
0.017 -0.003 0.017
0.002 -0.005 -0.005
0.010 0.030 -0.052
-0.025 -0.008 0.047
0.020 -0.047 0.025
0.101 -0.067 0.073
0.124 0.008 0.094
-0.009 -0.002 -0.017
-0.008 0.027 -0.014
-0.149 0.051 -0.017
-0.062 0.027 -0.114
-0.113 0.046 -0.027
0.034 -0.038 -0.043
0.041 -0.033 0.065
0.011 0.029 -0.138
-0.032 -0.034 -0.014
0.121 -0.027 0.027
-0.001 -0.004 0.022
0.000 0.003 -0.001
-0.007 0.005 0.001
0.006 -0.004 -0.001
-0.003 0.004 0.001
0.003 0.002 -0.002
-0.021 0.051 -0.021
0.028 -0.009 0.048
-0.031 0.012 0.003
0.005 -0.005 -0.006
-0.004 0.003 -0.001
-0.009 0.013 -0.025
0.038 0.025 -0.015
0.035 0.013 -0.102
0.030 0.012 -0.041
-0.038 -0.012 -0.018
0.025 -0.080 0.073
0.314 -0.612 -0.059
0.202 0.235 -0.038
-0.006 0.129 0.016
-0.015 0.006 0.028
-0.021 -0.001 -0.006
-0.002 -0.005 -0.009
-0.006 0.000 0.022
-0.011 0.004 -0.008
0.003 0.005 -0.003
0.000 0.015 0.004
-0.001 -0.007 -0.006
0.002 -0.004 0.002
0.003 0.002 -0.012
0.005 0.008 -0.002
-0.006 0.007 0.001
0.008 -0.011 0.008

As for the spin multiplicity: 3. The relative energy (zero: lowest compared OMol25 entry of this formula, charge and spin) comes out at 3.7 kcal/mol. Its expectation value of S² is 2.013. For the HOMO-LUMO gap (spin up / spin down), the calculation gives 7.9 / 6.4 eV. Its energy is -84042.6122 eV. The total charge is 0.

---

3.
The following is a quantum chemistry calculation of a structure of composition C36H37N6NiOSSeSi, from the OMol25 dataset.

Element x y z (Å)
1 Ni 0.2990 0.3332 0.3315
2 C -2.4463 -2.8524 1.3459
3 C -1.7452 -1.6668 0.7532
4 N -0.5624 -1.2783 1.1164
5 N 0.1789 -2.1564 1.8569
6 C 1.4509 -1.8586 2.3078
7 N 2.1806 -3.0144 2.4890
8 S 2.0143 -0.3626 2.6423
9 C -2.3164 -0.9926 -0.4440
10 C -3.5489 -1.3479 -0.9877
11 C -3.8618 -0.8968 -2.2629
12 C -2.9427 -0.1214 -2.9513
13 C -1.7667 0.2421 -2.3005
14 N -1.4767 -0.1636 -1.0786
15 H -2.0684 -3.0568 2.3468
16 H -2.3279 -3.7496 0.7306
17 H -3.5135 -2.6507 1.4222
18 H -0.0050 -3.1316 1.6569
19 H 2.0636 -3.7252 1.7778
20 H 3.1508 -2.8187 2.6865
21 H -4.2334 -1.9843 -0.4463
22 H -4.8074 -1.1629 -2.7175
23 H -3.1299 0.2110 -3.9623
24 H -1.0301 0.8809 -2.7761
25 Se 3.3430 3.7310 -1.2767
26 C 2.1696 2.5093 -0.6965
27 N 1.4096 1.7174 -0.3206
28 C -2.8503 5.1659 0.1709
29 N -2.3540 4.0083 -0.5384
30 C -3.3439 2.9546 -0.5746
31 C -1.0175 3.5347 -0.1480
32 C -0.9286 2.9581 1.2534
33 C -1.1057 3.8491 2.3147
34 C -1.2296 3.4165 3.6243
35 C -1.1773 2.0555 3.8757
36 C -0.8951 1.1822 2.8346
37 C -0.6982 1.5914 1.5081
38 H -3.7275 5.5506 -0.3561
39 H -2.0905 5.9500 0.1742
40 H -3.1420 4.9671 1.2140
41 H -4.3209 3.3852 -0.8063
42 H -3.4307 2.4035 0.3761
43 H -3.0988 2.2435 -1.3594
44 H -0.3290 4.3752 -0.2736
45 H -0.7188 2.7679 -0.8628
46 H -1.1313 4.9120 2.1075
47 H -1.3595 4.1292 4.4297
48 H -1.2982 1.6757 4.8837
49 H -0.7771 0.1369 3.0961
50 O 1.3206 -1.0304 -0.6218
51 Si 2.2322 -1.6580 -1.7362
52 C 1.9518 -0.9254 -3.4514
53 C 2.4424 0.3550 -3.7256
54 C 2.1672 0.9878 -4.9280
55 C 1.4029 0.3434 -5.8920
56 C 0.9088 -0.9291 -5.6433
57 C 1.1785 -1.5507 -4.4300
58 C 1.7881 -3.5120 -1.8201
59 C 2.5612 -4.4947 -2.4401
60 C 2.1802 -5.8300 -2.4347
61 C 1.0049 -6.2172 -1.8057
62 C 0.2138 -5.2589 -1.1882
63 C 0.6071 -3.9263 -1.1990
64 C 4.0958 -1.5582 -1.4396
65 C 5.0133 -1.8525 -2.4510
66 C 6.3810 -1.8199 -2.2199
67 C 6.8631 -1.4760 -0.9645
68 C 5.9706 -1.1529 0.0467
69 C 4.6033 -1.1932 -0.1933
70 H 3.0285 0.8819 -2.9810
71 H 2.5392 1.9900 -5.1013
72 H 1.1874 0.8355 -6.8332
73 H 0.3089 -1.4343 -6.3921
74 H 0.7810 -2.5430 -4.2426
75 H 3.4882 -4.2159 -2.9280
76 H 2.8017 -6.5727 -2.9213
77 H 0.7073 -7.2588 -1.7988
78 H -0.7128 -5.5525 -0.7065
79 H -0.0100 -3.1671 -0.7307
80 H 4.6537 -2.0870 -3.4477
81 H 7.0727 -2.0467 -3.0228
82 H 7.9305 -1.4425 -0.7822
83 H 6.3387 -0.8506 1.0206
84 H 3.9141 -0.8988 0.5863

Force components x, y, z for each atom (eV/Å):
0.156 0.365 0.120
0.096 0.019 -0.017
0.734 0.279 0.262
-0.746 -0.360 -0.439
-0.358 0.046 0.259
0.151 0.032 -0.184
0.020 0.049 -0.077
0.062 -0.190 0.170
0.112 0.199 -0.133
0.184 0.030 0.092
0.112 0.120 -0.069
-0.094 -0.047 0.101
-0.117 0.063 0.027
-0.346 -0.444 -0.115
-0.025 0.000 -0.005
0.031 0.001 -0.011
0.007 0.002 0.006
0.058 0.080 0.035
-0.006 -0.001 -0.061
-0.047 0.012 0.047
-0.034 -0.010 -0.023
0.006 -0.022 -0.005
-0.004 0.014 -0.020
0.023 0.014 -0.019
0.092 0.114 -0.121
-0.169 -0.224 0.132
0.041 0.094 -0.008
0.017 0.052 -0.008
-0.074 -0.001 -0.113
-0.037 -0.018 0.106
0.059 -0.066 -0.048
0.127 -0.019 -0.032
-0.062 -0.003 0.035
0.005 -0.015 0.005
-0.028 0.042 -0.018
-0.074 -0.115 0.004
0.347 -0.212 -0.162
-0.012 0.011 0.001
0.018 -0.005 0.018
-0.033 0.008 -0.048
0.005 -0.001 -0.025
-0.021 0.017 0.009
0.040 -0.109 -0.024
0.030 -0.024 0.038
-0.041 0.056 -0.022
-0.005 0.000 0.007
-0.012 0.012 0.012
0.000 -0.015 0.029
0.037 0.025 0.006
-0.008 0.093 0.365
0.016 0.035 -0.117
-0.047 -0.047 0.012
-0.047 0.015 0.044
-0.005 0.044 -0.008
-0.030 0.015 -0.038
-0.028 0.001 -0.021
0.026 -0.033 0.001
0.018 0.037 -0.012
0.021 0.007 0.026
-0.001 -0.032 -0.013
0.003 -0.040 -0.001
-0.013 0.000 0.009
-0.025 -0.021 -0.014
-0.055 0.022 -0.041
-0.013 -0.012 -0.010
0.025 -0.010 -0.029
0.008 -0.016 0.010
0.021 0.009 0.040
-0.013 0.028 -0.008
0.039 0.036 0.034
0.017 -0.002 -0.008
0.002 0.002 -0.005
0.004 -0.005 0.000
-0.013 -0.018 -0.003
0.024 0.006 -0.008
0.003 0.002 0.004
-0.003 -0.005 -0.004
-0.008 -0.010 0.005
-0.034 0.050 0.002
-0.009 -0.015 -0.033
-0.001 -0.003 -0.002
0.006 0.010 0.000
-0.012 0.001 -0.016
-0.096 0.001 0.128

The relative energy (zero: lowest compared OMol25 entry of this formula, charge and spin) comes out at 3.1 kcal/mol. For the HOMO-LUMO gap (spin up / spin down), the calculation gives 6.2 / 6.2 eV. Its energy is -174026.0996 eV. The total charge is -1.